A cluster of 10 separate species, C4H30NO9 in total in a non-equilibrium geometry, computed with ωB97M-V/def2-TZVPD.

Bonds (Å) are listed after each position.
CARTESIAN COORDINATES (ANGSTROEM)
1 O 3.09 -1.57 -1.30  H23 0.995, H39 0.956
2 O 2.94 2.71 -1.77  H20 0.973, H21 0.955
3 O -1.28 -2.89 -0.42  H19 0.985, H32 0.995
4 O -3.80 -0.61 -1.10  H41 0.970, H44 0.963
5 O 2.91 0.67 0.07  H33 0.991, H38 0.957
6 O 1.10 -0.59 -4.12  H17 0.949, H18 0.983
7 O -0.93 -0.39 -0.79  H30 0.982, H35 1.004
8 O 0.34 1.79 -2.50  H25 0.993, H36 0.990
9 O 1.97 1.11 2.73  H24 0.951, H29 0.934
10 N -0.46 -0.19 2.00  C13 1.563, C14 1.477, H15 1.077, H26 1.036
11 C -2.85 -0.75 1.85  C14 1.577, H22 1.051, H27 1.122, H40 1.063
12 C -2.01 1.79 1.96  C14 1.552, H31 1.132, H37 1.082, H42 1.075
13 C -0.26 -1.46 2.88  N10 1.563, H16 1.069, H28 1.094, H34 1.138
14 C -1.80 0.31 2.36  N10 1.477, C11 1.577, C12 1.552, H43 1.182
15 H -0.48 -0.50 0.97  N10 1.077
16 H -0.95 -2.21 2.56  C13 1.069
17 H 1.67 -0.35 -3.41  O6 0.949
18 H 0.30 -0.88 -3.63  O6 0.983
19 H -1.36 -2.44 -1.29  O3 0.985
20 H 3.83 2.58 -1.41  O2 0.973
21 H 2.66 3.53 -1.36  O2 0.955
22 H -2.71 -1.70 2.28  C11 1.051
23 H 4.00 -1.80 -0.95  O1 0.995
24 H 2.53 0.58 2.17  O9 0.951
25 H 0.81 1.83 -3.37  O8 0.993
26 H 0.40 0.39 1.99  N10 1.036
27 H -3.86 -0.28 1.92  C11 1.122
28 H 0.66 -1.89 2.46  C13 1.094
29 H 2.22 1.16 3.62  O9 0.934
30 H -0.42 0.19 -1.39  O7 0.982
31 H -1.59 2.50 2.74  C12 1.132
32 H -2.22 -3.20 -0.38  O3 0.995
33 H 2.47 1.40 -0.44  O5 0.991
34 H -0.39 -1.14 3.97  C13 1.138
35 H -1.93 -0.27 -0.82  O7 1.004
36 H -0.53 2.15 -2.78  O8 0.990
37 H -3.08 1.95 1.86  C12 1.082
38 H 2.99 -0.09 -0.50  O5 0.957
39 H 3.41 -1.23 -2.13  O1 0.956
40 H -2.88 -0.95 0.81  C11 1.063
41 H -4.66 -0.37 -0.73  O4 0.970
42 H -1.48 2.10 1.08  C12 1.075
43 H -1.93 0.37 3.54  C14 1.182
44 H -4.03 -1.15 -1.86  O4 0.963

As for the highest occupied orbital energy: -13.683 eV. The net charge is +1. The HOMO-LUMO gap is 11.2 eV. Its energy above the lowest of the compared OMol25 structures with the same formula, charge and spin is 84.3 kcal/mol.

natural (NBO) population analysis, charges in e, atoms 1 to 4:
1 O -0.9199
2 O -0.9472
3 O -0.9335
4 O -0.9666

***

A cluster of 12 separate species, C4H30O12 in total in a non-equilibrium geometry, computed with ωB97M-V/def2-TZVPD.

Bonds (Å) are listed after each position.
CARTESIAN COORDINATES (ANGSTROEM)
1 O -2.37 2.23 -0.55  H36 0.955, H38 0.961
2 O 2.92 1.62 -0.25  H22 0.935, H42 0.964
3 O 0.27 3.36 1.14  H32 0.952, H40 0.953
4 O -4.29 0.41 0.37  H33 0.969, H41 0.948
5 O -1.53 -2.34 2.83  H24 0.992, H25 0.942
6 O 1.35 0.25 2.60  H18 0.967, H37 0.968
7 O -3.41 -2.15 0.86  H43 0.966, H44 0.959
8 O 0.65 -3.39 -0.39  H17 0.957, H19 0.946
9 O -0.25 0.94 0.54  C16 1.369
10 O -2.35 0.85 2.23  H34 0.979, H46 0.959
11 O 4.60 -0.26 -1.10  C13 1.418
12 O 0.37 3.08 -1.63  H30 0.962, H45 0.931
13 C 3.84 -1.31 -1.66  O11 1.418, C15 1.543, H26 1.048, H35 1.063
14 C -0.69 -0.36 -1.36  C16 1.531, H20 1.120, H23 1.110, H39 1.114
15 C 2.88 -0.70 -2.71  C13 1.543, H28 1.118, H29 1.119, H31 1.063
16 C -0.13 -0.34 0.07  O9 1.369, C14 1.531, H21 1.066, H27 1.105
17 H 1.10 -3.09 0.40  O8 0.957
18 H 0.70 0.23 1.88  O6 0.967
19 H 0.57 -2.65 -0.97  O8 0.946
20 H -1.75 -0.01 -1.37  C14 1.120
21 H -0.55 -1.01 0.78  C16 1.066
22 H 2.07 1.26 -0.34  O2 0.935
23 H -0.22 0.32 -2.10  C14 1.110
24 H -0.73 -2.93 2.79  O5 0.992
25 H -1.33 -1.65 3.43  O5 0.942
26 H 4.57 -1.92 -2.12  C13 1.048
27 H 0.96 -0.53 0.03  C16 1.105
28 H 3.41 -0.07 -3.46  C15 1.118
29 H 2.03 -0.11 -2.28  C15 1.119
30 H -0.51 2.71 -1.55  O12 0.962
31 H 2.64 -1.46 -3.41  C15 1.063
32 H 0.39 2.42 1.09  O3 0.952
33 H -5.02 0.67 0.95  O4 0.969
34 H -1.56 0.74 1.66  O10 0.979
35 H 3.33 -1.85 -0.90  C13 1.063
36 H -1.79 1.67 -0.04  O1 0.955
37 H 2.19 0.01 2.18  O6 0.968
38 H -3.12 1.65 -0.70  O1 0.961
39 H -0.72 -1.34 -1.87  C14 1.114
40 H -0.57 3.46 0.68  O3 0.953
41 H -3.55 0.69 0.90  O4 0.948
42 H 3.51 0.89 -0.45  O2 0.964
43 H -2.54 -1.94 1.22  O7 0.966
44 H -3.68 -1.36 0.38  O7 0.959
45 H 0.60 3.09 -0.73  O12 0.931
46 H -2.30 0.22 2.95  O10 0.959

As for the highest occupied orbital energy: -0.474 eV. The net charge is -2. The HOMO-LUMO gap is 5.0 eV.

natural (NBO) population analysis, charges in e, atoms 1 to 4:
1 O -1.0077
2 O -1.0031
3 O -0.9721
4 O -0.9837

***

A cluster of 12 separate species, C4H31N2O13 in total in a non-equilibrium geometry, computed with ωB97M-V/def2-TZVPD.

Bonds (Å) are listed after each position.
CARTESIAN COORDINATES (ANGSTROEM)
1 O 2.76 3.21 -2.57  H39 0.958, H42 0.950
2 O -2.61 0.72 -4.39  H30 0.961, H49 0.966
3 O -1.70 0.58 3.21  H36 0.971, H41 0.973
4 O -1.85 2.06 -2.20  C17 1.223
5 O -0.14 -1.75 3.20  H24 0.972, H44 0.974
6 O 3.96 1.53 -0.75  H34 0.973, H50 0.960
7 O 2.22 -0.12 3.66  H27 0.974, H28 0.963
8 O 0.07 3.17 -2.64  C17 1.212
9 O 2.19 1.49 1.52  H25 0.957, H40 0.972
10 O -3.28 -0.19 -0.61  H31 0.965, H37 0.978
11 O -1.83 -2.53 -1.35  H33 0.974, H46 0.961
12 O -2.11 -3.67 1.13  H26 0.964, H32 0.968
13 O 1.01 -4.15 1.62  H22 0.968, H43 0.972
14 N -0.96 1.90 0.43  C19 1.374, H29 1.001, H38 1.023
15 N 0.86 -1.89 -0.37  C16 1.466, H20 1.019, H48 1.014
16 C 0.31 -0.58 -0.01  N15 1.466, C18 1.535, H23 1.086, H35 1.087
17 C -0.75 2.55 -1.99  O4 1.223, O8 1.212, C19 1.697
18 C 0.44 0.51 -1.09  C16 1.535, C19 1.535, H21 1.091, H47 1.089
19 C -0.05 1.89 -0.60  N14 1.374, C17 1.697, C18 1.535, H45 1.085
20 H 0.09 -2.44 -0.75  N15 1.019
21 H -0.19 0.12 -1.88  C18 1.091
22 H 0.45 -3.83 2.34  O13 0.968
23 H -0.71 -0.74 0.30  C16 1.086
24 H -0.88 -1.33 3.67  O5 0.972
25 H 1.25 1.58 1.39  O9 0.957
26 H -1.94 -2.97 1.77  O12 0.964
27 H 2.25 0.68 3.10  O7 0.974
28 H 2.82 -0.78 3.29  O7 0.963
29 H -1.11 2.77 0.90  N14 1.001
30 H -2.07 0.06 -3.95  O2 0.961
31 H -3.24 0.44 -1.34  O10 0.965
32 H -1.23 -4.06 1.05  O12 0.968
33 H -2.30 -2.84 -0.55  O11 0.974
34 H 3.50 1.89 -1.53  O6 0.973
35 H 0.80 -0.26 0.91  C16 1.087
36 H -2.59 0.94 3.02  O3 0.971
37 H -2.92 -1.04 -0.95  O10 0.978
38 H -1.78 1.32 0.26  N14 1.023
39 H 2.39 3.82 -1.93  O1 0.958
40 H 2.67 1.23 0.72  O9 0.972
41 H -1.23 1.14 2.58  O3 0.973
42 H 2.12 2.90 -3.20  O1 0.950
43 H 1.07 -3.38 1.02  O13 0.972
44 H 0.57 -1.12 3.40  O5 0.974
45 H 0.75 2.58 -0.35  C19 1.085
46 H -2.30 -2.76 -2.16  O11 0.961
47 H 1.46 0.68 -1.44  C18 1.089
48 H 1.62 -1.75 -1.02  N15 1.014
49 H -2.49 1.52 -3.86  O2 0.966
50 H 4.64 0.90 -1.01  O6 0.960

As for the spin multiplicity: 2. As for the highest occupied orbital energy (spin up / spin down): -9.879 / -9.995 eV. The HOMO-LUMO gap (spin up / spin down) is 9.7 / 6.4 eV. Its energy above the lowest of the compared OMol25 structures with the same formula, charge and spin is 0.0 kcal/mol.

natural (NBO) population analysis, charges in e, atoms 1 to 4:
1 O -0.9629
2 O -0.9487
3 O -0.9347
4 O -0.6533

***

A cluster of 10 separate species, C4H31N3O9S in total in a non-equilibrium geometry, computed with ωB97M-V/def2-TZVPD.

Bonds (Å) are listed after each position.
CARTESIAN COORDINATES (ANGSTROEM)
1 S -1.57 -3.28 -2.43  C17 1.829, H48 1.304
2 O 0.20 2.44 3.15  H21 0.915, H34 0.973
3 O -1.33 -1.61 3.40  H22 0.952, H46 0.944
4 O 2.45 -2.22 0.65  H19 0.945, H47 1.038
5 O 3.18 2.45 -1.54  H39 0.974, H43 0.908
6 O -1.97 3.17 1.34  H28 0.921, H45 1.015
7 O -2.75 0.90 2.44  H36 0.939, H42 0.962
8 O 1.50 -0.44 -3.32  H33 1.013, H38 1.039
9 O 2.27 -3.41 -1.92  H35 0.941, H40 0.928
10 O -1.67 2.70 -1.28  H18 1.013, H29 0.932
11 N 0.46 -0.09 0.89  C14 1.529, C16 1.453, H37 1.020
12 N 2.66 1.18 0.71  C16 1.509, H23 1.014, H41 0.981
13 N -2.18 -0.25 -1.80  C15 1.484, H27 0.988, H31 0.954
14 C -0.96 -0.17 0.35  N11 1.529, C15 1.586, H20 1.228, H26 1.059
15 C -1.13 -0.95 -1.03  N13 1.484, C14 1.586, C17 1.502, H30 1.202
16 C 1.26 0.93 0.23  N11 1.453, N12 1.509, H24 1.155, H32 1.140
17 C -1.41 -2.41 -0.83  S1 1.829, C15 1.502, H25 1.107, H44 1.118
18 H -1.34 3.15 -0.43  O10 1.013
19 H 2.47 -2.78 -0.11  O4 0.945
20 H -1.50 -0.87 1.20  C14 1.228
21 H -0.26 1.72 2.83  O2 0.915
22 H -1.04 -2.46 3.07  O3 0.952
23 H 3.24 0.42 1.05  N12 1.014
24 H 0.73 1.95 0.38  C16 1.155
25 H -0.90 -3.11 -0.13  C17 1.107
26 H -1.44 0.75 0.11  C14 1.059
27 H -3.08 -0.47 -1.46  N13 0.988
28 H -2.31 2.34 1.53  O6 0.921
29 H -2.52 2.99 -1.52  O10 0.932
30 H -0.12 -0.87 -1.68  C15 1.202
31 H -1.86 0.64 -1.94  N13 0.954
32 H 1.40 0.76 -0.88  C16 1.140
33 H 0.81 0.14 -3.79  O8 1.013
34 H -0.19 2.47 4.04  O2 0.973
35 H 1.39 -3.64 -1.67  O9 0.941
36 H -2.96 0.37 3.19  O7 0.939
37 H 0.88 -0.99 0.65  N11 1.020
38 H 2.17 -0.48 -4.12  O8 1.039
39 H 3.29 1.78 -0.85  O5 0.974
40 H 2.28 -2.67 -2.47  O9 0.928
41 H 2.61 1.86 1.42  N12 0.981
42 H -1.91 0.51 2.20  O7 0.962
43 H 2.99 2.14 -2.38  O5 0.908
44 H -2.36 -2.73 -0.35  C17 1.118
45 H -1.11 3.40 1.83  O6 1.015
46 H -0.56 -1.14 3.67  O3 0.944
47 H 3.38 -1.78 0.82  O4 1.038
48 H -1.18 -2.33 -3.23  S1 1.304

As for the highest occupied orbital energy: -8.466 eV. The SMILES is NCNC[C@H](N)CS.O.O.O.O.O.O.O.O.O. The HOMO-LUMO gap is 8.6 eV. Its energy above the lowest of the compared OMol25 structures with the same formula, charge and spin is 52.7 kcal/mol.

natural (NBO) population analysis, charges in e, atoms 1 to 4:
1 S -0.0629
2 O -0.9287
3 O -0.9516
4 O -0.9851

***

Repeat the fourth record exactly.
A cluster of 10 separate species, C4H31N3O9S in total in a non-equilibrium geometry, computed with ωB97M-V/def2-TZVPD.

Bonds (Å) are listed after each position.
CARTESIAN COORDINATES (ANGSTROEM)
1 S -1.57 -3.28 -2.43  C17 1.829, H48 1.304
2 O 0.20 2.44 3.15  H21 0.915, H34 0.973
3 O -1.33 -1.61 3.40  H22 0.952, H46 0.944
4 O 2.45 -2.22 0.65  H19 0.945, H47 1.038
5 O 3.18 2.45 -1.54  H39 0.974, H43 0.908
6 O -1.97 3.17 1.34  H28 0.921, H45 1.015
7 O -2.75 0.90 2.44  H36 0.939, H42 0.962
8 O 1.50 -0.44 -3.32  H33 1.013, H38 1.039
9 O 2.27 -3.41 -1.92  H35 0.941, H40 0.928
10 O -1.67 2.70 -1.28  H18 1.013, H29 0.932
11 N 0.46 -0.09 0.89  C14 1.529, C16 1.453, H37 1.020
12 N 2.66 1.18 0.71  C16 1.509, H23 1.014, H41 0.981
13 N -2.18 -0.25 -1.80  C15 1.484, H27 0.988, H31 0.954
14 C -0.96 -0.17 0.35  N11 1.529, C15 1.586, H20 1.228, H26 1.059
15 C -1.13 -0.95 -1.03  N13 1.484, C14 1.586, C17 1.502, H30 1.202
16 C 1.26 0.93 0.23  N11 1.453, N12 1.509, H24 1.155, H32 1.140
17 C -1.41 -2.41 -0.83  S1 1.829, C15 1.502, H25 1.107, H44 1.118
18 H -1.34 3.15 -0.43  O10 1.013
19 H 2.47 -2.78 -0.11  O4 0.945
20 H -1.50 -0.87 1.20  C14 1.228
21 H -0.26 1.72 2.83  O2 0.915
22 H -1.04 -2.46 3.07  O3 0.952
23 H 3.24 0.42 1.05  N12 1.014
24 H 0.73 1.95 0.38  C16 1.155
25 H -0.90 -3.11 -0.13  C17 1.107
26 H -1.44 0.75 0.11  C14 1.059
27 H -3.08 -0.47 -1.46  N13 0.988
28 H -2.31 2.34 1.53  O6 0.921
29 H -2.52 2.99 -1.52  O10 0.932
30 H -0.12 -0.87 -1.68  C15 1.202
31 H -1.86 0.64 -1.94  N13 0.954
32 H 1.40 0.76 -0.88  C16 1.140
33 H 0.81 0.14 -3.79  O8 1.013
34 H -0.19 2.47 4.04  O2 0.973
35 H 1.39 -3.64 -1.67  O9 0.941
36 H -2.96 0.37 3.19  O7 0.939
37 H 0.88 -0.99 0.65  N11 1.020
38 H 2.17 -0.48 -4.12  O8 1.039
39 H 3.29 1.78 -0.85  O5 0.974
40 H 2.28 -2.67 -2.47  O9 0.928
41 H 2.61 1.86 1.42  N12 0.981
42 H -1.91 0.51 2.20  O7 0.962
43 H 2.99 2.14 -2.38  O5 0.908
44 H -2.36 -2.73 -0.35  C17 1.118
45 H -1.11 3.40 1.83  O6 1.015
46 H -0.56 -1.14 3.67  O3 0.944
47 H 3.38 -1.78 0.82  O4 1.038
48 H -1.18 -2.33 -3.23  S1 1.304

As for the highest occupied orbital energy: -8.466 eV. The SMILES is NCNC[C@H](N)CS.O.O.O.O.O.O.O.O.O. The HOMO-LUMO gap is 8.6 eV. Its energy above the lowest of the compared OMol25 structures with the same formula, charge and spin is 52.7 kcal/mol.

natural (NBO) population analysis, charges in e, atoms 1 to 4:
1 S -0.0629
2 O -0.9287
3 O -0.9516
4 O -0.9851